No. 1
243
Properties=species:S:1:pos:R:3:forces:R:3 method="wB97M-V/def2-TZVPD" total_charge=+5 e_homo_ev=-10.855 homo_lumo_gap_ev=3.76 relative_energy_kcal_mol=123.8 e_tot_ha=-10997.585606 lumo_ev=-7.10
C -3.08885 0.35464 -0.66302 -1.1 -1.7 1.0
C -3.15392 0.24984 0.91033 0.9 -0.3 -1.2
C -1.93835 -0.50227 1.53472 -0.2 -1.1 -0.5
C -1.69425 -1.85760 0.83741 0.2 -2.2 -0.2
N -0.40979 -2.61429 1.25431 1.7 0.9 -0.2
C -0.29713 -2.91103 2.74481 0.6 0.2 -0.1
C 0.59519 -4.18085 2.88137 0.6 0.8 1.0
C 0.21890 -5.06952 1.75723 -0.6 0.4 -1.0
C -0.28093 -3.99516 0.68200 -1.2 -2.0 -1.2
C 0.79486 -1.74427 0.78916 -1.1 -0.4 1.1
H -3.40224 -0.63263 -1.00241 0.7 -0.5 -0.2
H -2.12657 0.56595 -1.12935 -0.3 0.5 0.1
H -3.98573 0.83766 -1.05083 0.5 1.1 0.0
H -4.02459 -0.37180 1.11911 -0.2 0.3 0.2
H -3.28497 1.25144 1.31988 0.1 -0.2 0.4
H -2.14729 -0.81042 2.55917 -0.1 0.6 0.2
H -1.00162 0.05505 1.53879 -0.2 0.3 -0.1
H -1.70550 -1.94722 -0.24884 0.5 1.0 -0.2
H -2.38898 -2.67768 1.01883 -1.0 0.6 0.8
H 0.09263 -2.00241 3.20373 -0.1 -0.3 0.3
H -1.31913 -3.10988 3.06741 0.1 -0.1 0.2
H 1.67423 -4.05697 2.78959 0.0 1.1 0.2
H 0.47477 -4.65848 3.85373 -0.3 0.2 0.0
H 1.03987 -5.69750 1.41117 0.2 0.5 -0.3
H -0.48512 -5.80791 2.14094 -0.9 0.4 -0.8
H 0.28152 -3.95166 -0.25067 0.3 0.0 0.3
H -1.27252 -4.29888 0.34642 -0.2 0.1 0.1
H 0.87684 -0.99614 1.57763 0.8 -0.2 0.0
H 0.57099 -1.16094 -0.10398 -0.2 -0.7 -0.3
H 1.61952 -2.44780 0.67479 0.2 0.6 0.1
C -3.57137 0.87782 8.60255 0.5 0.0 0.2
C -3.39933 1.79379 7.38695 -0.8 -1.1 0.1
C -3.35860 3.27688 7.66929 0.2 0.6 -0.5
C -2.72960 3.95272 6.41803 -0.9 1.1 1.3
N -2.84845 5.52058 6.46278 -0.6 -0.7 -0.8
C -2.20258 6.04572 5.19262 -1.0 -1.1 -0.3
C -0.79089 6.24595 5.51324 1.2 2.2 0.8
C -0.89586 6.93560 6.90022 -0.8 -0.3 0.3
C -1.96126 6.07598 7.61450 0.2 -1.0 -0.1
C -4.32852 5.93300 6.44114 0.9 0.4 1.2
H -3.95329 -0.10204 8.31600 0.1 0.0 -0.1
H -4.25976 1.25981 9.35641 0.0 0.2 -0.1
H -2.60398 0.71952 9.07921 0.0 0.0 0.2
H -4.25927 1.57936 6.75243 -0.1 0.3 -0.3
H -2.55258 1.44454 6.79606 0.3 0.2 0.1
H -2.83539 3.54663 8.58667 0.7 -0.3 -0.1
H -4.35392 3.64474 7.91850 -0.2 -0.1 -0.5
H -3.21389 3.70285 5.47403 -0.1 -0.4 0.2
H -1.67424 3.68130 6.39231 0.0 0.3 -0.2
H -2.67420 6.98793 4.91348 -0.1 0.0 0.2
H -2.36867 5.30979 4.40591 -0.2 0.1 0.0
H -0.44609 7.02380 4.83193 0.6 -0.4 -0.2
H -0.11019 5.39474 5.52701 -0.3 -0.1 -0.1
H -1.33417 7.93274 6.85912 0.2 0.2 -0.6
H 0.06081 7.06243 7.40698 -0.2 -0.4 0.2
H -2.57523 6.50404 8.40690 0.0 0.4 -0.4
H -1.52501 5.17238 8.04030 0.2 0.2 0.1
H -4.84650 5.44992 7.26965 0.1 0.0 -0.2
H -4.84840 5.75117 5.50052 0.6 -0.4 -0.1
H -4.34700 7.00580 6.63312 0.0 0.0 -0.1
C 5.97944 3.82106 -11.54365 0.3 -0.7 -0.1
C 6.54612 2.79026 -10.55601 -1.4 -0.4 0.4
C 5.42414 2.00786 -9.79542 -0.5 0.9 -1.1
C 5.95980 1.04398 -8.78208 -0.5 0.4 0.1
N 4.90221 0.38155 -7.83978 2.2 -0.9 0.0
C 4.22724 1.30537 -6.85386 0.0 0.0 0.4
C 4.14815 0.51267 -5.55135 -0.1 0.1 1.2
C 4.87532 -0.81806 -5.73424 0.0 -0.1 -0.5
C 5.79539 -0.53819 -6.90328 -1.0 0.3 -0.4
C 3.96233 -0.50702 -8.63497 0.6 0.7 -0.7
H 5.27010 3.37640 -12.24165 0.0 -0.1 -0.1
H 6.84134 4.16419 -12.11592 -0.3 0.4 -0.1
H 5.46607 4.64854 -11.05394 0.2 0.0 0.1
H 7.14026 3.35732 -9.83939 0.4 -0.4 0.0
H 7.09925 2.01374 -11.08438 0.6 0.4 0.0
H 4.87277 1.41706 -10.52688 0.0 0.1 -0.3
H 4.70170 2.75681 -9.47097 0.0 -0.1 0.7
H 6.72820 1.51477 -8.16888 -0.3 -0.1 0.4
H 6.45328 0.28212 -9.38553 -0.1 -0.5 0.5
H 3.21289 1.60519 -7.11710 0.3 -0.2 -0.8
H 4.80662 2.21191 -6.67897 0.3 -0.2 -0.6
H 3.10032 0.39985 -5.27311 0.1 -0.3 0.1
H 4.62810 1.05149 -4.73439 -0.1 0.3 -0.1
H 4.11071 -1.57198 -5.92155 0.4 -0.3 -0.2
H 5.52424 -1.14967 -4.92366 -0.5 0.2 0.3
H 6.19126 -1.40335 -7.43516 -0.4 0.1 -0.3
H 6.66945 0.03607 -6.59612 -0.3 0.3 0.0
H 4.60253 -1.26476 -9.08673 -0.2 -0.2 0.2
H 3.58779 0.09220 -9.46488 -0.2 0.0 0.2
H 3.12663 -0.94560 -8.08967 0.4 0.2 0.4
C 3.99202 -6.81376 7.68282 0.6 0.0 0.6
C 4.51570 -8.18357 8.08977 -0.1 0.1 0.2
C 4.16359 -9.31483 7.14155 -0.4 -0.5 -0.5
C 5.36796 -10.17855 6.77451 -0.7 -0.4 -0.3
N 5.16195 -11.24741 5.68596 1.1 -0.3 -0.4
C 6.60081 -11.71290 5.27521 -0.5 -1.9 -0.1
C 6.72100 -11.57408 3.75179 -0.1 0.7 -0.6
C 5.26224 -11.51897 3.25470 0.0 0.6 0.1
C 4.57899 -10.71053 4.38361 -1.0 -1.5 -0.2
C 4.32912 -12.47801 6.18697 0.0 2.0 0.2
H 4.22532 -6.20513 8.55646 0.0 0.6 -0.3
H 2.90478 -6.80471 7.60590 0.1 -0.1 -0.4
H 4.50187 -6.42028 6.80343 -0.3 0.1 -0.1
H 4.02566 -8.33387 9.05174 0.4 -0.5 0.1
H 5.59680 -8.20029 8.22774 0.1 0.4 0.3
H 3.80282 -8.88711 6.20613 -0.3 0.0 0.0
H 3.35134 -9.85115 7.63217 0.0 -0.5 -0.5
H 5.75525 -10.74102 7.62405 0.2 0.3 0.0
H 6.11647 -9.54139 6.30349 0.2 0.1 0.4
H 6.58868 -12.77402 5.52413 0.1 -0.1 -0.1
H 7.38711 -11.32703 5.92401 -0.3 0.6 -0.3
H 7.33280 -12.29547 3.21013 -0.2 -0.7 0.6
H 7.24254 -10.66874 3.44123 -0.2 0.5 0.4
H 4.80767 -12.48009 3.01443 0.1 -0.3 0.8
H 5.13595 -11.01628 2.29582 0.3 0.4 0.1
H 3.51853 -10.94188 4.48368 -0.1 0.4 -0.3
H 4.68960 -9.63989 4.21159 0.4 -0.1 0.6
H 4.78026 -12.81758 7.11931 0.2 -0.2 -0.3
H 4.17150 -13.24784 5.43158 0.6 0.2 0.0
H 3.35843 -12.04797 6.43380 -0.1 -0.1 0.0
C 11.91314 2.74298 1.65784 0.9 -0.3 -0.2
C 11.28852 2.30505 2.94008 -0.9 -0.2 0.2
C 10.74465 0.89544 2.73358 0.0 -0.7 1.0
C 9.79963 0.49498 3.86386 0.4 -0.9 -0.3
N 9.10561 -0.91337 3.70483 -2.4 2.0 -1.5
C 9.98436 -2.10733 3.62426 0.7 0.5 -0.8
C 10.43262 -2.26631 5.04892 1.0 -0.7 0.6
C 9.28731 -1.82918 5.92817 -0.8 0.1 0.2
C 8.28229 -1.14996 4.94601 0.8 0.5 1.9
C 8.15849 -0.78876 2.46860 0.5 -0.7 0.8
H 12.64183 1.97949 1.38546 0.7 0.4 0.1
H 12.36093 3.71842 1.84784 0.2 -0.1 -0.8
H 11.25430 2.69107 0.79104 -0.4 0.7 0.2
H 10.49418 3.00555 3.19783 -0.2 -0.1 0.2
H 12.00701 2.33376 3.75926 0.0 0.0 0.0
H 11.57335 0.19978 2.86553 0.3 0.0 -0.7
H 10.36079 0.82021 1.71618 -0.3 -0.2 0.2
H 9.01819 1.23837 4.02143 -0.2 -0.4 0.1
H 10.42187 0.38534 4.75206 -0.3 0.2 0.2
H 9.41675 -2.91192 3.15674 -0.2 -0.1 0.4
H 10.80155 -1.87222 2.94234 0.0 -0.1 0.0
H 10.75975 -3.26172 5.34934 0.1 -0.1 -0.5
H 11.29310 -1.61662 5.20878 0.1 0.0 0.0
H 8.82411 -2.65577 6.46696 -0.1 -0.1 -0.3
H 9.64282 -1.17719 6.72606 -0.2 0.3 -0.2
H 7.37801 -1.74366 4.81228 0.2 0.0 -0.6
H 8.02111 -0.19372 5.39934 -0.4 0.0 -0.5
H 7.56519 -1.70294 2.44943 0.0 0.1 0.0
H 8.71952 -0.71426 1.53705 0.2 0.0 0.3
H 7.48595 0.06401 2.56115 0.2 0.0 0.3
C -3.57207 12.55209 -6.75718 0.3 -0.4 0.2
C -3.83577 11.16528 -6.16116 -0.7 -0.2 -0.1
C -3.00301 10.10171 -6.85410 0.3 -0.4 -0.1
C -3.26837 8.65838 -6.35956 1.0 0.9 -0.6
N -2.39504 7.59970 -7.05299 1.7 -0.3 0.5
C -2.57937 6.18898 -6.31722 -1.8 0.9 -1.2
C -1.33017 5.72413 -5.67009 1.0 1.0 0.3
C -0.25949 6.43604 -6.48229 0.1 0.6 -0.3
C -0.84507 7.83972 -6.84488 -0.5 -0.7 0.3
C -2.61770 7.55004 -8.61989 -0.5 0.7 2.9
H -3.89132 13.34061 -6.07570 -0.1 0.0 -0.3
H -4.06686 12.61817 -7.72616 -0.1 0.3 0.1
H -2.50492 12.67947 -6.93906 0.1 0.1 0.1
H -4.87152 10.91170 -6.38702 -0.3 0.0 0.2
H -3.75629 11.12805 -5.07470 0.3 0.1 0.1
H -1.95201 10.38038 -6.77776 0.2 -0.2 0.0
H -3.27807 10.18576 -7.90547 0.1 -0.2 -0.2
H -4.32796 8.47209 -6.53470 0.1 -0.6 0.0
H -3.01918 8.57628 -5.30161 -0.2 -0.1 0.0
H -2.87866 5.55617 -7.15273 -0.2 -0.3 0.4
H -3.36944 6.29176 -5.57336 -0.3 0.1 -0.5
H -1.26803 4.63627 -5.64183 0.1 0.1 -0.2
H -1.20284 6.08645 -4.64999 -0.5 -0.1 0.2
H -0.06072 5.82874 -7.36534 0.4 0.3 -0.2
H 0.62817 6.60312 -5.87217 0.2 -0.2 -0.4
H -0.39630 8.30643 -7.72174 -0.3 -0.3 -0.2
H -0.68550 8.56701 -6.04883 -0.3 -0.2 0.3
H -2.10521 6.64209 -8.93781 -0.4 0.3 -0.5
H -2.22253 8.50414 -8.96866 0.2 -0.5 -0.3
H -3.70398 7.62292 -8.67247 0.1 -0.7 -0.7
C -7.81181 -7.86128 -2.07717 0.0 1.3 0.7
C -6.32598 -7.41157 -2.14355 -0.8 0.5 -0.8
C -5.51509 -8.58951 -2.63890 1.6 -0.6 0.8
C -4.11527 -8.29051 -3.17957 0.3 -1.3 -0.5
N -3.20778 -9.59100 -3.17878 0.0 0.8 -0.2
C -2.88363 -10.02761 -1.74546 -0.9 -0.1 -1.2
C -1.59871 -10.78059 -1.93200 1.0 -1.0 -0.1
C -0.87588 -10.16405 -3.16225 0.8 0.3 0.2
C -1.83230 -9.20006 -3.79743 -1.4 -0.4 0.4
C -3.82285 -10.83668 -3.93659 0.6 2.4 0.7
H -7.92794 -8.63541 -1.31865 -0.1 -0.3 -0.3
H -8.28135 -8.08961 -3.03399 0.7 -0.7 -0.2
H -8.47930 -7.05328 -1.77769 0.3 0.3 0.5
H -5.89918 -6.98913 -1.23389 -0.3 -0.7 0.6
H -6.20621 -6.51289 -2.74864 -0.2 -0.2 -0.9
H -6.03993 -9.28867 -3.28992 -0.2 0.5 -0.4
H -5.30284 -9.19554 -1.75812 -0.3 -0.1 0.3
H -3.50154 -7.60414 -2.59619 -0.4 0.1 0.2
H -4.11061 -7.93109 -4.20860 0.0 0.0 -0.1
H -3.76650 -10.62289 -1.51247 0.5 -0.2 0.7
H -2.84379 -9.19048 -1.04852 0.1 0.2 -0.3
H -1.76514 -11.83418 -2.15642 -0.4 0.0 0.0
H -1.00723 -10.84288 -1.01856 0.1 0.5 -0.1
H -0.55407 -10.85930 -3.93760 -0.1 -0.5 0.5
H 0.01222 -9.57712 -2.92793 0.1 -0.3 0.4
H -1.83956 -9.32204 -4.88056 -0.4 0.3 0.1
H -1.62067 -8.17112 -3.50658 -0.3 0.0 -0.2
H -4.53094 -11.33744 -3.27633 0.0 0.2 -0.2
H -2.99915 -11.49720 -4.20737 -0.2 0.2 -0.2
H -4.30996 -10.30774 -4.75576 0.0 -0.9 -0.3
C -9.92197 9.03373 4.22783 -0.6 -0.4 -0.4
C -10.49051 9.09477 2.80439 0.2 0.3 -0.5
C -9.72390 8.37337 1.67302 0.7 0.0 0.3
C -10.29025 8.65015 0.27317 -0.7 -2.0 -0.1
N -9.57227 7.95482 -0.94052 1.1 0.0 0.2
C -10.45137 8.07522 -2.18567 0.6 1.5 -0.5
C -11.48681 6.96291 -2.15024 -0.8 1.9 0.3
C -10.84139 5.83617 -1.44285 0.0 -0.9 0.4
C -9.52283 6.38749 -0.87006 -0.1 -0.7 0.4
C -8.11106 8.53179 -1.08831 -0.7 -1.7 0.0
H -9.13770 9.77773 4.36749 0.2 -0.4 0.1
H -9.64608 8.01497 4.50008 0.4 0.1 0.1
H -10.74001 9.29526 4.89902 0.1 0.1 0.1
H -10.49717 10.16160 2.58098 -0.6 0.0 -0.3
H -11.48793 8.65559 2.78503 -0.2 0.4 0.1
H -9.80873 7.31096 1.90144 0.1 -0.2 -0.2
H -8.66313 8.61474 1.74082 0.1 0.2 -0.1
H -10.52598 9.68944 0.04426 0.6 0.0 -0.2
H -11.23088 8.10195 0.22043 -0.4 0.4 0.2
H -9.78507 8.07844 -3.04830 0.1 -0.5 0.0
H -10.86158 9.08508 -2.18178 -0.2 -0.1 0.1
H -11.90476 6.70015 -3.12203 0.2 0.3 0.0
H -12.29169 7.34821 -1.52430 -0.4 -0.1 -0.3
H -10.75440 5.03237 -2.17390 0.8 -0.2 0.3
H -11.50504 5.44043 -0.67406 0.2 0.1 0.1
H -8.70945 5.98495 -1.47378 0.2 0.8 -0.1
H -9.36287 5.97940 0.12793 0.1 0.7 0.2
H -7.65925 7.95824 -1.89764 -0.1 0.2 -0.1
H -7.57153 8.24041 -0.18714 -0.2 0.1 0.1
H -7.96729 9.60039 -1.24808 -0.9 -0.1 0.0
Br -0.93337 -3.31986 -4.95499 0.2 0.1 0.3
Br 3.11505 1.61875 5.07130 -0.1 -0.1 -0.2
Br -4.45851 -7.53525 3.36157 0.4 0.2 -0.3

---

No. 2
104
Properties=species:S:1:pos:R:3:forces:R:3 method="wB97M-V/def2-TZVPD" total_charge=-1 e_homo_ev="-1.560 / -3.538" homo_lumo_gap_ev="3.79 / 5.77" relative_energy_kcal_mol=0.0 s2=0.8032 spin_multiplicity=2 e_tot_ha=-4766.742577 lumo_ev="2.23 / 2.23"
In -0.23846 1.35102 0.28062 1.2 -1.0 1.3
F -0.09552 1.73461 -5.18195 0.1 0.0 -0.1
C -0.42995 2.31466 -4.00759 -0.6 0.5 0.0
C 0.07821 1.80416 -2.82873 0.5 -0.5 -0.4
C -0.29983 2.37578 -1.61881 -0.1 0.0 -0.5
C -1.21341 3.41385 -1.61461 -0.3 1.0 -0.1
C -1.73209 3.88299 -2.81826 0.5 -0.4 -0.8
F -2.65501 4.86435 -2.80740 -0.3 0.2 -0.3
C -1.34139 3.37936 -4.05814 0.0 -0.2 0.0
C -1.60942 4.09584 -0.34960 0.1 0.2 0.4
C -1.82305 5.48768 -0.31692 0.1 0.3 0.4
C -2.20698 6.07836 0.88948 0.1 -0.4 0.1
C -2.38845 5.29461 2.04520 0.1 -0.3 -1.2
C -2.12313 3.93761 1.90490 0.3 -0.7 0.2
N -1.68833 3.34326 0.76397 -0.6 1.1 0.0
H 0.74136 0.91444 -2.86692 -0.5 0.7 0.1
H -1.74439 3.76818 -5.01990 0.3 -0.4 1.0
H -1.61887 6.08956 -1.22329 -0.3 -0.4 0.8
H -2.35813 7.14814 0.95445 0.0 0.1 -0.1
H -2.72880 5.71391 2.99275 0.2 -0.2 -0.3
H -2.25459 3.25954 2.75897 0.2 0.2 -0.4
C -2.32777 -1.56413 5.29647 0.6 0.2 -0.6
C -3.26962 -0.61418 4.55548 0.3 0.2 0.0
N -3.55286 -0.98055 3.17136 -1.1 -0.9 0.0
C -4.66081 -1.94188 2.92200 0.5 0.1 -0.3
C -4.15995 -3.37542 2.75350 0.2 -0.2 -0.5
C -2.78587 -0.59525 2.13410 0.9 1.3 0.5
S -1.40532 0.37202 2.55419 -0.1 -0.3 -0.4
N -3.16338 -1.01058 0.92828 -0.1 -0.4 -0.6
C -2.71738 -0.60990 -0.26318 0.8 1.2 0.9
O -1.98050 0.38433 -0.56712 -1.1 -1.0 0.4
C -3.19167 -1.40504 -1.40272 -0.5 -0.2 -0.8
C -2.63105 -1.14799 -2.66724 -0.4 -0.6 0.2
C -3.05153 -1.92792 -3.73544 0.0 -0.1 -0.1
C -4.08348 -2.85675 -3.57961 0.2 -0.1 -0.4
C -4.70675 -3.03380 -2.34832 0.0 -0.2 0.1
C -4.23517 -2.33009 -1.24000 0.1 0.1 -0.3
H -2.17513 -1.14330 6.29677 0.2 -0.2 -0.1
H -1.34800 -1.63283 4.76371 -0.6 0.1 0.5
H -2.73484 -2.57458 5.38317 -0.1 0.1 0.1
H -2.82096 0.39813 4.53809 -0.3 -0.6 0.1
H -4.21764 -0.57589 5.09533 -0.1 0.1 -0.2
H -5.16155 -1.61645 2.00368 0.0 -0.1 0.2
H -5.37478 -1.89896 3.74124 0.1 0.3 0.2
H -3.45958 -3.41218 1.90592 -0.2 0.0 0.2
H -4.97883 -4.07706 2.55987 0.0 0.2 -0.1
H -3.63984 -3.76247 3.62476 0.1 0.2 0.2
H -1.89037 -0.36437 -2.81148 0.0 -0.2 0.3
H -2.55358 -1.81415 -4.69994 -0.3 0.0 0.2
H -4.38133 -3.45599 -4.44709 0.0 0.2 0.4
H -5.54765 -3.73749 -2.26383 0.5 0.3 0.1
H -4.67135 -2.44294 -0.24229 0.2 0.0 -0.5
S 1.51777 -2.29023 4.89435 -0.3 -0.1 0.2
Sb 2.88174 -2.21794 3.12179 0.5 1.3 -0.5
S 1.95936 -0.32100 1.43319 -1.4 -0.6 -0.1
S 3.43060 0.38876 2.60194 0.9 -0.4 1.0
O 0.89646 -0.57825 -1.23437 2.3 -2.1 -0.9
P 2.14815 -1.51780 -1.33180 -2.6 1.7 0.2
C 1.91562 -3.02522 -0.38318 0.2 0.0 -0.2
C 0.76875 -3.12799 0.39114 -0.3 -0.7 0.5
C 0.57777 -4.24049 1.23668 0.2 -0.1 -0.6
C 1.50861 -5.29699 1.25704 0.3 1.3 -0.5
C 2.64742 -5.14678 0.44846 0.3 -0.8 -0.3
C 2.84300 -4.06576 -0.40907 -0.4 -0.3 0.6
C 2.39177 -2.14165 -3.02915 0.7 0.6 0.0
C 3.70257 -2.30174 -3.52096 -0.9 -0.1 -0.4
C 3.87809 -2.59646 -4.86007 0.1 -0.5 -0.3
C 2.79470 -2.86651 -5.70110 -0.2 -0.1 0.1
C 1.50564 -2.79636 -5.17120 -0.5 0.1 -0.4
C 1.30124 -2.35035 -3.86635 0.4 -0.4 0.1
C 3.72438 -0.72016 -0.97085 -0.1 0.4 -0.4
C 3.91566 0.57126 -1.49680 0.0 -0.5 0.4
C 5.05893 1.27346 -1.16076 0.4 0.3 0.0
C 6.04185 0.71760 -0.33288 -0.3 -0.3 -0.3
C 5.86735 -0.59767 0.08832 0.6 0.0 0.2
C 4.72789 -1.32080 -0.22880 0.1 0.6 -0.3
H 0.01126 -2.34570 0.30681 0.3 -0.1 0.3
H -0.31131 -4.26693 1.84854 -0.1 -0.1 0.1
H 1.39338 -6.18911 1.87163 -0.1 0.4 -0.1
H 3.41647 -5.92989 0.42187 -0.4 0.2 0.1
H 3.70040 -4.07620 -1.08114 -0.1 0.2 0.2
H 4.58393 -2.20622 -2.90509 -0.1 0.3 0.2
H 4.89419 -2.68651 -5.22320 0.0 0.0 -0.2
H 2.94779 -3.14329 -6.75585 0.0 0.1 0.6
H 0.62399 -3.06924 -5.77997 0.6 0.3 0.3
H 0.30968 -2.20187 -3.46056 -0.1 0.0 -0.1
H 3.16297 1.01846 -2.14162 0.0 0.0 0.2
H 5.18588 2.27232 -1.57137 0.0 -0.1 0.2
H 6.92753 1.28419 -0.02766 -0.4 -0.2 -0.2
H 6.64217 -1.09370 0.67219 -0.2 0.2 0.0
H 4.61898 -2.33649 0.09082 0.0 -0.3 0.4
N 1.85814 4.38873 0.02483 0.0 0.1 0.0
C 1.66447 4.30787 1.37093 0.0 -0.4 0.6
C 1.87578 5.39671 2.24640 -0.2 -0.9 0.3
C 1.62852 5.18124 3.60057 -0.1 0.2 0.0
C 1.26588 3.90713 4.10501 0.3 1.3 -0.5
C 1.18925 2.91121 3.14693 -0.5 -0.8 0.3
N 1.29878 3.09344 1.82864 0.4 1.0 0.1
H 2.00985 5.28265 -0.41810 -0.1 -0.4 0.0
H 1.65093 3.55283 -0.50910 0.1 0.4 -0.1
H 2.25130 6.33365 1.85443 -0.1 0.1 0.1
H 1.72955 6.05331 4.25800 0.0 -0.5 0.0
H 1.05436 3.75679 5.17225 0.3 -0.1 -0.7
H 1.01934 1.86945 3.44030 -0.1 0.3 -0.1